Density functional theory data (ωB97M-V with the def2-TZVPD basis set) for a cluster of 2 separate species, CH5ClS in total at a distorted geometry.

Last column: Mulliken charge in e.
Positions of all 8 atoms, in Å:
C1 1.47 0.05 0.09  -0.61
Cl1 3.17 -0.58 -0.07  -0.22
H1 1.57 1.03 0.18  0.33
H2 0.72 -0.08 -0.65  0.29
H3 1.47 -0.52 0.95  0.22
S1 -2.90 -0.56 0.02  -0.28
H4 -3.55 0.28 -0.83  0.16
H5 -1.96 0.37 0.31  0.12

**Energy above the lowest of the compared OMol25 structures with the same formula, charge and spin**: 1.1620 eV
**HOMO level**: -10.020 eV
**E**: -24474.5506 eV